Entry P
One molecule with the formula C3H5NO2S. Source: the OMol25 dataset; level of theory: ωB97M-V/def2-TZVPD.

```
! wB97M-V def2-TZVPD RIJCOSX def2/J DEFGRID3
* xyz 0 1
C 0.335 -0.844 0.046
C 0.412 0.611 -0.257
S 1.177 1.991 0.846
C -0.641 1.658 -0.150
N -0.754 2.728 -1.110
O -1.667 3.504 -0.942
O 0.056 2.698 -1.999
H -0.023 -1.210 0.987
H 1.433 -1.068 -0.004
H -0.346 -1.469 -0.638
H 0.867 0.762 -1.224
H -1.359 1.687 0.677
*
```

HOMO level = -9.54 eV
LUMO = -1.055 eV
SMILES = C[C@@H]1S[C@H]1[N+](=O)[O-]
M = 119.14 Da
frontier orbital gap = 8.49 eV

Atomic partial charges in e from the natural (NBO) method, atoms 1 to 4: -0.6398 -0.2903 0.0274 -0.0940

---

Entry Q
One molecule with the formula C3H5NO2S. Source: the OMol25 dataset; level of theory: ωB97M-V/def2-TZVPD.

```
! wB97M-V def2-TZVPD RIJCOSX def2/J DEFGRID3
* xyz 0 1
O -1.524 1.434 -0.128
C -0.498 1.818 0.516
C 0.306 0.663 0.973
C 0.395 -0.459 -0.090
S 1.740 -1.599 0.072
N -0.495 -0.800 -0.803
O -0.461 -1.916 -1.691
H -0.063 2.903 0.749
H 1.410 0.984 1.079
H 0.142 -0.100 1.859
H -1.505 -0.535 -0.904
H 0.554 -2.393 -1.633
*
```

HOMO level = -8.50 eV
LUMO = -0.413 eV
SMILES = O=CCC(=S)NO
M = 119.14 Da
frontier orbital gap = 8.09 eV

Atomic partial charges in e from the natural (NBO) method, atoms 1 to 4: -0.5483 0.4199 -0.5964 0.1953

---

Entry R
One molecule with the formula C3H5NO2S. Source: the OMol25 dataset; level of theory: ωB97M-V/def2-TZVPD.

```
! wB97M-V def2-TZVPD RIJCOSX def2/J DEFGRID3
* xyz 0 1
C -1.161 0.090 -0.051
C 1.244 0.439 0.141
C 0.830 -0.990 -0.236
N 0.130 1.263 -0.262
O -3.599 -0.605 0.162
O -0.574 -1.084 -0.008
S -2.731 0.574 0.027
H 1.472 0.485 1.216
H 2.131 0.738 -0.423
H 1.023 -1.181 -1.297
H 1.316 -1.758 0.369
H -0.081 2.031 0.362
*
```

HOMO level = -8.44 eV
LUMO = 0.649 eV
M = 119.14 Da
frontier orbital gap = 9.09 eV

Atomic partial charges in e from the natural (NBO) method, atoms 1 to 4: 0.1642 -0.2689 -0.0695 -0.6162

---

Entry S
One molecule with the formula C3H5NO2S. Source: the OMol25 dataset; level of theory: ωB97M-V/def2-TZVPD.

```
! wB97M-V def2-TZVPD RIJCOSX def2/J DEFGRID3
* xyz 0 1
C 0.354 -0.641 0.016
C -0.526 -1.643 -0.133
C -0.154 0.720 0.473
N -1.321 1.059 -0.225
O -3.575 0.195 -0.480
O -1.818 -1.584 0.150
S -2.545 0.184 0.408
H 1.280 -0.668 -0.381
H -0.374 -2.617 -0.630
H -0.469 0.718 1.517
H 0.626 1.436 0.449
H -1.108 1.095 -1.159
*
```

HOMO level = -8.79 eV
LUMO = 0.762 eV
M = 119.14 Da
frontier orbital gap = 9.56 eV

Atomic partial charges in e from the natural (NBO) method, atoms 1 to 4: -0.3959 0.1895 -0.2783 -0.8283

---

Q: Which of them is the least stable? A: entry P.

---

Entry P
An isolated ion of composition C4H11NO2 and charge +1. Source: the OMol25 dataset; level of theory: ωB97M-V/def2-TZVPD.

```
! wB97M-V def2-TZVPD RIJCOSX def2/J DEFGRID3
* xyz 1 2
C 1.479 1.185 0.456
O 2.772 1.006 -0.033
C 0.533 0.012 -0.102
C -0.955 0.573 -0.039
C -1.870 -0.540 -0.435
O -1.489 -1.110 -1.681
N 0.588 -1.049 0.841
H 1.480 1.249 1.542
H 0.968 2.049 0.033
H 3.339 1.072 0.752
H 0.895 -0.136 -1.136
H -0.977 1.394 -0.749
H -1.135 0.978 0.973
H -2.920 -0.258 -0.464
H -1.948 -1.280 0.385
H -2.097 -1.825 -1.885
H 1.477 -1.564 0.785
H -0.141 -1.757 0.757
*
```

HOMO level (spin up / spin down) = -14.51 / -14.51 eV
expectation value of S² = 0.7554
LUMO (spin up / spin down) = -3.052 / -8.723 eV
M = 105.14 Da
frontier orbital gap (spin up / spin down) = 11.46 / 5.78 eV

Atomic partial charges in e from the natural (NBO) method, atoms 1 to 4: -0.0344 -0.6099 -0.0914 -0.4375

---

Entry Q
A 2-piece molecular cluster, C4H11NO2 overall. Source: the OMol25 dataset; level of theory: ωB97M-V/def2-TZVPD.

```
! wB97M-V def2-TZVPD RIJCOSX def2/J DEFGRID3
* xyz 1 2
C 0.106 -0.945 -1.700
N 1.159 -0.338 -0.955
C 0.072 1.915 -0.438
C 0.916 0.741 0.021
C 0.208 0.089 1.247
O 0.337 0.350 2.384
H 0.157 -2.022 -1.469
H -0.925 -0.686 -1.450
H 0.215 -0.851 -2.783
H 1.873 0.042 -1.571
H 0.538 2.858 -0.182
H 0.123 1.949 -1.537
H -0.981 1.851 -0.184
H 1.960 0.889 0.311
H -0.484 -0.717 0.954
H -1.182 -1.657 2.949
H -2.437 -1.438 2.211
O -1.656 -2.030 2.193
*
```

HOMO level (spin up / spin down) = -14.66 / -14.35 eV
expectation value of S² = 0.7553
LUMO (spin up / spin down) = -3.417 / -8.588 eV
M = 105.14 Da
frontier orbital gap (spin up / spin down) = 11.24 / 5.76 eV

Atomic partial charges in e from the natural (NBO) method, atoms 1 to 4: -0.5070 -0.1779 -0.6192 -0.1853

---

Q: Which of them is the least stable? A: entry Q.

---

Entry P
C8H19NO as an isolated structure. Source: the OMol25 dataset; level of theory: ωB97M-V/def2-TZVPD.

```
! wB97M-V def2-TZVPD RIJCOSX def2/J DEFGRID3
* xyz 0 1
C 0.723 -0.067 0.047
C 0.150 -1.469 -0.040
C 1.540 0.248 1.272
C 1.238 0.504 -1.240
C 1.224 -2.514 -0.397
C -0.592 -1.895 1.229
H -0.558 0.698 0.091
H -0.584 -1.448 -0.856
H -1.345 -1.160 1.511
H 2.402 -0.429 1.340
H 1.913 1.270 1.248
H 0.969 0.134 2.193
H 0.903 -0.047 -2.118
H 2.327 0.581 -1.265
H 0.825 1.519 -1.376
H 1.744 -2.266 -1.322
H 1.962 -2.600 0.401
H 0.758 -3.491 -0.536
H 0.095 -2.023 2.067
H -1.095 -2.849 1.067
N -0.886 2.820 -0.716
C -1.772 1.310 -0.054
C -2.675 0.700 -0.828
O -0.136 3.399 0.331
H 0.783 3.202 0.108
H -1.740 3.369 -0.787
H -2.057 1.603 0.952
H -3.677 0.496 -0.480
H -2.440 0.405 -1.842
*
```

HOMO level (spin up / spin down) = -7.42 / -7.42 eV
LUMO (spin up / spin down) = 0.003 / 0.001 eV
M = 145.25 Da
frontier orbital gap (spin up / spin down) = 7.42 / 7.42 eV

Atomic partial charges in e from the natural (NBO) method, atoms 1 to 4: 0.0198 -0.2628 -0.6519 -0.6757

---

Entry Q
C8H19NO as an isolated structure. Source: the OMol25 dataset; level of theory: ωB97M-V/def2-TZVPD.

```
! wB97M-V def2-TZVPD RIJCOSX def2/J DEFGRID3
* xyz 0 1
C -6.888 -0.864 0.589
C -5.799 -0.054 -0.106
C -3.439 0.164 -0.686
C 1.925 2.029 0.326
C 3.377 1.606 0.138
C 3.477 0.078 0.007
C 4.907 -0.463 -0.177
C 4.964 -2.005 -0.247
H -6.616 -1.723 1.193
H -7.505 -1.439 -0.217
H -7.760 -0.187 0.948
H -4.520 -1.093 1.005
H -4.162 0.625 -1.530
H -2.790 1.208 0.012
H -2.814 -0.871 -0.954
H 1.343 1.698 -0.546
H 1.491 1.606 1.240
H 1.814 3.114 0.411
H 3.987 1.949 0.984
H 3.827 2.132 -0.726
H 3.065 -0.360 0.924
H 2.839 -0.304 -0.800
H 5.524 -0.103 0.652
H 5.348 -0.043 -1.105
H 4.411 -2.365 -1.130
H 5.974 -2.395 -0.344
H 4.523 -2.520 0.638
N -4.509 -0.488 0.213
O -5.995 1.066 -0.713
*
```

HOMO level = -9.52 eV
LUMO = 0.745 eV
M = 145.25 Da
frontier orbital gap = 10.26 eV

Atomic partial charges in e from the natural (NBO) method, atoms 1 to 4: -0.7410 0.6555 -0.4587 -0.6025

---

Entry R
One molecule with the formula C8H19NO. Source: the OMol25 dataset; level of theory: ωB97M-V/def2-TZVPD.

```
! wB97M-V def2-TZVPD RIJCOSX def2/J DEFGRID3
* xyz 0 1
C 0.055 -3.147 -0.304
C -0.375 -1.719 -0.634
C 0.342 -0.654 0.228
C 0.150 -0.989 1.711
O 1.742 -0.750 0.003
C -0.145 0.802 -0.114
C -1.619 1.011 0.245
C 0.030 1.102 -1.611
C 0.721 1.810 0.703
N 0.706 3.197 0.289
H -0.359 -3.475 0.645
H -0.294 -3.826 -1.078
H 1.139 -3.210 -0.251
H -0.141 -1.537 -1.685
H -1.453 -1.628 -0.506
H -0.896 -1.177 1.934
H 0.728 -1.879 1.939
H 0.520 -0.190 2.342
H 1.903 -0.687 -0.945
H -1.901 2.045 0.052
H -1.802 0.806 1.296
H -2.268 0.378 -0.354
H 1.073 1.024 -1.914
H -0.308 2.114 -1.827
H -0.569 0.433 -2.222
H 1.760 1.474 0.679
H 0.384 1.802 1.742
H 1.115 3.311 -0.631
H -0.241 3.558 0.265
*
```

HOMO level = -8.97 eV
LUMO = 0.727 eV
SMILES = CC[C@@](C)(O)C(C)(C)CN
M = 145.25 Da
frontier orbital gap = 9.70 eV

Atomic partial charges in e from the natural (NBO) method, atoms 1 to 4: -0.6113 -0.4254 0.2824 -0.6374

---

Q: Which of them is the least stable? A: entry P.

---

Entry P
One molecule with the formula C6H8N2O. Source: the OMol25 dataset; level of theory: ωB97M-V/def2-TZVPD.

```
! wB97M-V def2-TZVPD RIJCOSX def2/J DEFGRID3
* xyz 0 1
H -3.084 -1.908 0.349
N -3.609 -0.942 -0.274
C -3.115 0.229 -0.204
N -1.829 0.783 0.082
C -0.868 -0.247 0.547
C 0.399 -0.108 0.085
C 1.301 1.002 -0.150
C 2.540 0.693 0.017
C 2.701 -0.875 -0.105
O 1.292 -1.285 -0.054
H -3.765 1.176 -0.399
H -1.490 1.647 0.547
H -1.267 -1.278 0.645
H 1.027 2.161 -0.309
H 3.258 1.493 -0.171
H 3.094 -1.197 -1.124
H 3.413 -1.342 0.519
*
```

HOMO level = -8.12 eV
LUMO = 0.571 eV
SMILES = [H]/N=C\N/C=C1\C=CCO1
M = 124.14 Da
frontier orbital gap = 8.69 eV

Atomic partial charges in e from the natural (NBO) method, atoms 1 to 4: 0.3435 -0.6921 0.2880 -0.6548

---

Entry Q
One molecule with the formula C6H8N2O. Source: the OMol25 dataset; level of theory: ωB97M-V/def2-TZVPD.

```
! wB97M-V def2-TZVPD RIJCOSX def2/J DEFGRID3
* xyz 0 1
C -1.646 -0.841 0.291
N -1.287 -1.240 1.592
C -0.195 -0.229 2.073
C 0.177 0.431 0.658
C 1.496 -0.258 -0.058
O 0.945 -1.044 -1.116
C 0.945 0.329 -1.534
C -0.468 0.687 -1.552
N -1.067 0.259 -0.270
H -2.150 -1.484 -0.486
H 0.882 -0.908 2.310
H -0.565 0.453 2.850
H 0.291 1.470 0.879
H 2.463 -0.339 0.452
H 1.761 0.759 -2.197
H -1.046 0.166 -2.223
H -0.536 1.790 -1.669
*
```

HOMO level = -8.44 eV
LUMO = 0.871 eV
SMILES = C1=NC[C@H]2[C@H]3O[C@H]3CN12
M = 124.14 Da
frontier orbital gap = 9.31 eV

Atomic partial charges in e from the natural (NBO) method, atoms 1 to 4: 0.2600 -0.4985 -0.2557 -0.0889

---

Q: Which of them is the least stable? A: entry Q.